Arrangement P

17
Properties=species:S:1:pos:R:3:lowdin_charge:R:1 method="wB97M-V/def2-TZVPD" smiles="C=NC.NCN" total_charge=0 homo_energy_ev=-9.06 molar_mass_da=89.14 orbital_gap_ev=10.13
C 2.71 1.29 -1.96 -0.087
N 2.19 0.49 -1.14 -0.079
C 2.19 0.85 0.24 -0.169
H 2.89 0.93 -2.97 0.061
H 2.90 2.36 -1.80 0.072
H 3.03 0.34 0.70 0.079
H 2.32 1.90 0.55 0.073
H 1.33 0.48 0.80 0.049
N -2.11 -0.26 -0.47 -0.011
C -1.70 -1.23 0.53 -0.401
N -2.71 -1.60 1.50 -0.009
H -2.98 -0.59 -0.89 0.063
H -2.28 0.67 -0.10 0.057
H -0.83 -0.76 1.02 0.086
H -1.24 -2.04 -0.03 0.103
H -2.33 -1.98 2.35 0.057
H -3.37 -0.85 1.66 0.055

=====

Arrangement Q

17
Properties=species:S:1:pos:R:3:lowdin_charge:R:1 method="wB97M-V/def2-TZVPD" smiles="[H]/N=C/N.CNC" total_charge=0 homo_energy_ev=-8.89 molar_mass_da=89.14 orbital_gap_ev=9.96
H 2.69 2.52 -0.62 0.022
N 2.13 1.71 -0.38 0.047
C 1.82 1.76 0.86 -0.414
N 1.03 0.93 1.59 0.087
H 2.21 2.59 1.46 0.106
H 0.36 0.34 1.10 0.044
H 1.11 0.86 2.58 0.085
C -1.82 -1.85 -0.06 -0.147
N -1.09 -0.56 -0.12 -0.206
C -0.18 -0.46 -1.29 -0.138
H -1.23 -2.66 0.38 0.074
H -2.20 -2.21 -1.02 0.067
H -2.74 -1.64 0.50 0.074
H -1.90 0.04 -0.23 0.085
H -0.67 -0.91 -2.17 0.066
H -0.19 0.61 -1.51 0.069
H 0.68 -1.07 -1.06 0.079

=====

Arrangement R

17
Properties=species:S:1:pos:R:3:lowdin_charge:R:1 method="wB97M-V/def2-TZVPD" total_charge=0 homo_energy_ev=-7.61 molar_mass_da=89.14 orbital_gap_ev=8.49
C -1.51 1.07 0.16 -0.090
C -0.61 -0.13 0.08 -0.416
C -1.00 -1.33 0.52 0.056
H -0.26 0.26 -2.10 0.014
H -1.06 1.98 -0.26 0.068
H -1.76 1.29 1.21 0.084
H -2.42 0.88 -0.41 0.081
H -2.06 -1.51 0.68 0.070
H -0.38 -2.22 0.51 0.046
N 0.83 0.14 -0.23 -0.396
N 1.69 -0.98 -0.45 0.054
N 1.41 1.12 0.63 0.073
H 0.58 0.51 -1.46 0.035
H 1.32 -1.39 -1.32 0.076
H 1.58 -1.63 0.33 0.073
H 1.23 0.83 1.60 0.085
H 2.43 1.09 0.50 0.089

=====

Arrangement S

17
Properties=species:S:1:pos:R:3:lowdin_charge:R:1 method="wB97M-V/def2-TZVPD" smiles="[H]/N=C/N.CCN" total_charge=0 homo_energy_ev=-8.76 molar_mass_da=89.14 orbital_gap_ev=9.54
H 3.07 -2.64 1.08 0.029
N 3.22 -1.64 1.14 0.019
C 2.48 -0.76 0.54 -0.425
N 2.28 0.49 1.02 0.044
H 2.21 -0.86 -0.54 0.114
H 1.61 1.16 0.64 0.083
H 2.90 0.63 1.88 0.134
C -1.57 0.90 -1.71 -0.140
C -2.72 1.03 -0.64 -0.363
N -3.01 -0.30 -0.10 -0.032
H -2.04 0.15 -2.48 0.098
H -1.42 1.83 -2.30 0.051
H -0.57 0.60 -1.29 0.053
H -2.32 1.81 0.02 0.092
H -3.59 1.39 -1.23 0.105
H -2.41 -0.66 0.64 0.068
H -4.04 -0.29 0.03 0.071

=====

Least stable = arrangement R

=====

Arrangement P

10
Properties=species:S:1:pos:R:3:lowdin_charge:R:1 method="wB97M-V/def2-TZVPD" smiles=Nc1c[nH]nn1 total_charge=0 homo_energy_ev=-8.61 molar_mass_da=84.08 orbital_gap_ev=9.50
N 1.82 0.06 0.25 0.091
C 0.47 -0.23 0.11 -0.426
C -0.52 0.60 -0.37 -0.064
N -1.66 -0.05 -0.04 -0.029
N -1.41 -1.21 0.56 -0.028
N -0.12 -1.34 0.65 0.037
H 2.04 1.00 -0.07 0.080
H 2.48 -0.63 -0.08 0.084
H -0.49 1.50 -0.96 0.108
H -2.61 0.30 -0.06 0.146

=====

Arrangement Q

10
Properties=species:S:1:pos:R:3:lowdin_charge:R:1 method="wB97M-V/def2-TZVPD" smiles=Nc1cnn[nH]1 total_charge=0 homo_energy_ev=-8.83 molar_mass_da=84.08 orbital_gap_ev=9.39
N 1.15 -1.18 0.52 0.004
C 0.19 -0.22 0.20 -0.355
C -0.13 0.43 -1.07 -0.149
N -1.29 1.11 -1.06 -0.012
N -1.63 1.06 0.19 -0.119
N -0.88 0.32 0.98 0.009
H 1.59 -1.48 -0.57 0.184
H 2.10 -0.78 0.91 0.118
H 0.32 0.62 -2.05 0.091
H -1.43 0.12 1.96 0.228

=====

Least stable = arrangement Q

=====

Arrangement P

10
Properties=species:S:1:pos:R:3:lowdin_charge:R:1 method="wB97M-V/def2-TZVPD" smiles="[H]/N=C/N1N=C1N" total_charge=0 homo_energy_ev=-9.27 molar_mass_da=84.08 orbital_gap_ev=10.01
H 1.63 1.26 1.71 0.044
N 0.86 0.77 1.25 0.102
C 0.68 1.23 0.09 -0.300
N -0.35 0.79 -0.80 0.006
N -1.72 0.43 0.03 0.220
C -0.92 -0.43 -0.41 -0.580
N -0.64 -1.72 -0.60 0.183
H 1.27 2.02 -0.39 0.105
H 0.30 -1.95 -0.87 0.108
H -1.11 -2.40 -0.01 0.111

=====

Arrangement Q

10
Properties=species:S:1:pos:R:3:lowdin_charge:R:1 method="wB97M-V/def2-TZVPD" smiles=Nc1nc[nH]n1 total_charge=0 homo_energy_ev=-8.75 molar_mass_da=84.08 orbital_gap_ev=9.77
N -1.47 -0.39 1.28 0.104
C -0.45 -0.10 0.38 -0.491
N 0.84 -0.44 0.68 0.108
C 1.47 -0.11 -0.43 -0.196
N 0.61 0.39 -1.33 -0.027
N -0.64 0.42 -0.83 0.074
H -1.28 -0.09 2.23 0.085
H -2.39 -0.15 0.96 0.081
H 2.52 -0.23 -0.65 0.116
H 0.79 0.70 -2.28 0.144

=====

Least stable = arrangement P

=====

Arrangement P

10
Properties=species:S:1:pos:R:3:lowdin_charge:R:1 method="wB97M-V/def2-TZVPD" smiles=Cn1ncnn1 total_charge=0 homo_energy_ev=-10.77 molar_mass_da=84.08 orbital_gap_ev=11.75
C 0.61 0.11 1.46 -0.011
N 0.04 0.16 0.12 -0.269
N 0.37 -0.72 -0.80 0.099
C -0.48 -0.41 -1.76 -0.224
N -1.28 0.62 -1.44 0.007
N -0.94 0.97 -0.23 0.038
H 0.58 -0.93 1.78 0.088
H 0.00 0.73 2.11 0.087
H 1.64 0.46 1.45 0.088
H -0.54 -0.97 -2.69 0.096

=====

Arrangement Q

10
Properties=species:S:1:pos:R:3:lowdin_charge:R:1 method="wB97M-V/def2-TZVPD" total_charge=0 homo_energy_ev=-8.48 molar_mass_da=84.08 orbital_gap_ev=8.51
N -1.35 0.52 0.09 0.113
C -0.02 0.00 -0.01 -0.460
C 0.85 0.90 0.51 -0.154
N 2.09 0.28 0.37 -0.052
N 1.96 -0.88 -0.18 -0.047
N 0.65 -1.10 -0.43 0.025
H -1.99 0.05 0.73 0.139
H -1.83 0.75 -0.78 0.139
H -0.72 1.43 0.58 0.157
H 0.36 -1.96 -0.87 0.140

=====

Arrangement R

10
Properties=species:S:1:pos:R:3:lowdin_charge:R:1 method="wB97M-V/def2-TZVPD" smiles=Cn1ncnn1 total_charge=0 homo_energy_ev=-10.77 molar_mass_da=84.08 orbital_gap_ev=11.60
C 0.14 -1.02 1.17 -0.021
N 0.32 -0.15 0.02 -0.263
N -0.23 -0.48 -1.14 0.096
C -0.52 0.70 -1.64 -0.217
N -0.16 1.72 -0.81 0.015
N 0.35 1.15 0.24 0.030
H -0.92 -0.99 1.40 0.090
H 0.72 -0.61 2.00 0.086
H 0.44 -2.04 0.93 0.086
H -1.03 0.84 -2.57 0.097

=====

Arrangement S

10
Properties=species:S:1:pos:R:3:lowdin_charge:R:1 method="wB97M-V/def2-TZVPD" total_charge=0 homo_energy_ev=-8.46 molar_mass_da=84.08 orbital_gap_ev=8.97
C 0.43 1.54 0.69 -0.096
N -0.13 0.23 0.30 -0.251
N -1.12 -0.57 0.54 0.137
C -0.99 -1.49 -0.43 -0.179
N 0.05 -1.28 -1.24 0.095
N 0.55 -0.19 -0.73 -0.019
H -0.39 2.25 0.65 0.013
H 1.24 0.73 -0.74 0.185
H 0.82 1.46 1.71 0.009
H -1.69 -2.31 -0.56 0.105

=====

Least stable = arrangement Q